1.
Entry from OMol25: the molecule C2H6S2 (wB97M-V/def2-TZVPD).

- ΔE to the lowest compared entry with this formula, charge and spin: 13.5 kcal/mol
- Total energy: -23841.2259 eV
- Multiplicity: 1
- SMILES: CCSS
- Kohn-Sham gap: 0.326 Eh

Geometry (Å):
C: -1.49 -0.02 -0.27
C: -0.12 0.66 -0.07
S: 0.90 -0.59 0.77
S: 2.77 -0.88 -0.13
H: -1.54 -0.79 -1.04
H: -1.69 -0.65 0.61
H: -2.27 0.71 -0.48
H: 0.15 1.09 -1.04
H: -0.17 1.50 0.61
H: 3.46 -1.03 1.04

Results of the natural (NBO) charge analysis, in e, for atoms 1 through 2: -0.618, -0.530

=====

2.
Entry from OMol25: the ion CN3O3 with charge -1 at a distorted geometry (wB97M-V/def2-TZVPD).

- ΔE to the lowest compared entry with this formula, charge and spin: 29.4 kcal/mol
- Total energy: -11644.7545 eV
- Multiplicity: 1
- SMILES: N#CON([O-])N=O
- Total charge: -1
- Kohn-Sham gap: 0.308 Eh

Geometry (Å):
C: 1.20 0.37 -0.05
N: 2.31 0.28 0.14
N: -0.91 -1.08 -0.01
N: -1.20 0.14 -0.05
O: 0.14 1.05 -0.16
O: -2.28 0.70 0.12
O: 0.28 -1.47 -0.04

Results of the natural (NBO) charge analysis, in e, for atoms 1 through 2: 0.556, -0.593

=====

3.
Entry from OMol25: the molecule C3HFO at a distorted geometry (wB97M-V/def2-TZVPD).

- ΔE to the lowest compared entry with this formula, charge and spin: 21.1 kcal/mol
- Total energy: -7888.4831 eV
- Multiplicity: 1
- SMILES: C#CC(=O)F
- Kohn-Sham gap: 0.421 Eh

Geometry (Å):
C: -0.20 -1.04 1.29
C: -0.18 -0.51 0.21
C: 0.25 0.84 -0.91
O: 1.08 1.61 -0.64
F: -0.26 0.69 -2.11
H: -0.70 -1.59 2.16

Results of the natural (NBO) charge analysis, in e, for atoms 1 through 2: -0.235, -0.178

=====

4.
Entry from OMol25: a cluster of 2 separate species, CH4S3 in total at a distorted geometry (wB97M-V/def2-TZVPD).

- ΔE to the lowest compared entry with this formula, charge and spin: 51.1 kcal/mol
- Total energy: -33605.2821 eV
- Multiplicity: 1
- Kohn-Sham gap: 0.344 Eh

Geometry (Å):
C: 0.06 0.33 -0.11
S: 1.74 0.80 0.51
S: -1.27 1.44 0.28
S: -0.51 -1.40 0.26
H: 0.45 0.43 -1.55
H: 1.75 0.05 1.69
H: -2.09 0.59 -0.41
H: -0.14 -2.25 -0.67

Results of the natural (NBO) charge analysis, in e, for atoms 1 through 2: -0.686, 0.005

=====

5.
Entry from OMol25: a cluster of 10 separate species, H20O10 in total (wB97M-V/def2-TZVPD).

- ΔE to the lowest compared entry with this formula, charge and spin: 54.8 kcal/mol
- Total energy: -20800.2369 eV
- Multiplicity: 1
- SMILES: O.O.O.O.O.O.O.O.O.O
- Kohn-Sham gap: 0.399 Eh

Geometry (Å):
O: 5.49 3.00 7.77
H: 5.14 3.88 7.98
H: 5.09 2.76 6.93
O: 4.63 5.79 8.73
H: 4.54 6.56 8.14
H: 4.49 6.15 9.61
O: 5.01 3.82 11.72
H: 5.79 3.50 12.18
H: 5.09 4.78 11.74
O: 3.37 6.14 12.62
H: 2.78 5.75 11.95
H: 3.31 5.55 13.37
O: 4.46 8.21 7.14
H: 4.44 9.13 6.86
H: 5.00 7.74 6.47
O: 1.48 5.36 10.46
H: 0.96 6.16 10.30
H: 1.86 5.14 9.59
O: 4.67 8.14 11.03
H: 4.10 8.86 11.33
H: 4.37 7.36 11.53
O: 6.02 6.54 5.50
H: 6.71 6.99 6.01
H: 6.46 5.79 5.08
O: 7.29 8.71 10.24
H: 7.86 8.04 10.63
H: 6.39 8.32 10.26
O: 1.96 7.47 5.93
H: 2.70 7.68 6.53
H: 1.83 8.27 5.40

Results of the natural (NBO) charge analysis, in e, for atoms 1 through 2: -0.957, 0.495

=====

6.
Entry from OMol25: a cluster of 8 separate species, C25H53Br4N3O12 in total at a distorted geometry (wB97M-V/def2-TZVPD).

- ΔE to the lowest compared entry with this formula, charge and spin: 0.0 kcal/mol
- Total energy: -335993.3897 eV
- Multiplicity: 1
- SMILES: CCOC(=O)OC.CCOC(=O)OC.CCOC(=O)OC.CN(C)C=O.CN(C)C=O.CN(C)C=O.BrCCBr.BrCCBr
- Kohn-Sham gap: 0.360 Eh

Geometry (Å):
C: 1.31 -11.50 -3.84
C: 0.04 -10.66 -4.21
O: 0.26 -9.30 -3.92
C: 0.05 -8.85 -2.72
O: -0.35 -9.51 -1.80
O: 0.69 -7.63 -2.59
C: 0.62 -6.92 -1.40
H: 2.15 -11.17 -4.45
H: 1.07 -12.52 -4.16
H: 1.64 -11.62 -2.81
H: -0.90 -11.00 -3.78
H: -0.21 -10.74 -5.27
H: 0.45 -7.63 -0.59
H: -0.04 -6.06 -1.35
H: 1.62 -6.55 -1.18
C: 3.88 4.20 1.02
C: 5.04 3.14 0.91
O: 4.85 2.30 -0.23
C: 3.69 1.60 -0.48
O: 2.64 1.60 0.18
O: 3.94 0.88 -1.56
C: 3.06 -0.08 -1.99
H: 4.04 4.84 1.89
H: 2.93 3.70 1.23
H: 3.87 4.74 0.08
H: 5.15 2.61 1.86
H: 6.01 3.56 0.65
H: 2.11 0.25 -2.42
H: 2.91 -0.86 -1.24
H: 3.65 -0.54 -2.78
C: -0.30 1.54 3.11
C: 0.51 0.32 2.53
O: -0.40 -0.68 2.00
C: 0.02 -1.60 1.19
O: 1.19 -1.82 0.85
O: -1.00 -2.26 0.66
C: -0.80 -3.49 -0.04
H: -1.14 1.77 2.44
H: 0.38 2.38 3.21
H: -0.80 1.35 4.06
H: 1.13 -0.14 3.30
H: 1.18 0.68 1.75
H: -0.79 -4.24 0.75
H: 0.14 -3.44 -0.59
H: -1.70 -3.65 -0.65
C: -4.56 2.27 1.33
O: -3.55 2.57 1.98
N: -5.06 2.79 0.20
C: -6.33 2.30 -0.30
C: -4.47 4.04 -0.30
H: -5.23 1.49 1.72
H: -6.46 2.45 -1.37
H: -7.22 2.66 0.21
H: -6.40 1.22 -0.16
H: -4.92 4.93 0.14
H: -3.40 4.13 -0.12
H: -4.62 4.21 -1.36
C: 0.52 4.01 -2.35
O: 0.50 4.36 -3.54
N: -0.41 4.40 -1.50
C: -0.54 3.88 -0.07
C: -1.40 5.46 -1.80
H: 1.28 3.38 -1.86
H: 0.29 3.21 0.17
H: -1.47 3.32 -0.04
H: -0.48 4.70 0.64
H: -2.45 5.19 -1.69
H: -1.20 6.42 -1.32
H: -1.47 5.71 -2.86
C: 1.19 5.35 3.62
O: 2.12 5.88 3.08
N: -0.12 5.70 3.49
C: -1.27 5.09 4.17
C: -0.57 6.64 2.49
H: 1.40 4.50 4.29
H: -1.61 5.71 5.00
H: -0.94 4.20 4.72
H: -2.05 4.88 3.44
H: -0.64 7.62 2.97
H: 0.12 6.78 1.66
H: -1.58 6.38 2.19
Br: 2.94 -4.09 -0.74
C: 2.88 -4.57 1.19
C: 4.13 -5.40 1.51
Br: 4.43 -5.74 3.49
H: 1.91 -5.02 1.36
H: 2.84 -3.68 1.82
H: 4.95 -4.75 1.21
H: 4.11 -6.37 1.00
Br: -4.01 -0.87 -1.30
C: -3.07 0.87 -1.64
C: -1.61 0.63 -2.06
Br: -1.48 -0.12 -3.84
H: -3.05 1.45 -0.71
H: -3.61 1.43 -2.40
H: -1.20 -0.03 -1.29
H: -0.92 1.47 -2.06

Results of the Mulliken charge analysis, in e, for atoms 1 through 2: -1.019, -0.310

=====

Question: What is the total energy in the sixth record?
Answer: -335993.3897 eV

=====

Repeat the third record exactly.
Entry from OMol25: the molecule C3HFO at a distorted geometry (wB97M-V/def2-TZVPD).

- ΔE to the lowest compared entry with this formula, charge and spin: 21.1 kcal/mol
- Total energy: -7888.4831 eV
- Multiplicity: 1
- SMILES: C#CC(=O)F
- Kohn-Sham gap: 0.421 Eh

Geometry (Å):
C: -0.20 -1.04 1.29
C: -0.18 -0.51 0.21
C: 0.25 0.84 -0.91
O: 1.08 1.61 -0.64
F: -0.26 0.69 -2.11
H: -0.70 -1.59 2.16

Results of the natural (NBO) charge analysis, in e, for atoms 1 through 2: -0.235, -0.178